(1)
27
Properties=species:S:1:pos:R:3:lowdin_charge:R:1 method="wB97M-V/def2-TZVPD" e_above_lowest_ev=0.351 total_charge=+1 e_homo_ev=-14.06 smiles=C[NH+](C)C1(Br)CCCCC1
C 1.77 -1.64 -1.18 -0.038
N 1.04 -1.35 0.11 -0.172
C 1.96 -1.77 1.30 0.081
C 0.41 0.06 0.05 -0.715
Br 1.78 1.43 0.05 0.888
C -0.49 0.26 -1.23 -0.211
C -1.46 1.45 -1.31 -0.200
C -2.20 1.74 0.02 -0.186
C -1.35 1.48 1.30 -0.204
C -0.57 0.17 1.29 -0.194
H 2.93 -1.55 -1.15 0.144
H 1.62 -2.67 -1.41 0.091
H 1.33 -0.97 -2.03 0.120
H 0.41 -2.12 0.06 0.154
H 2.65 -0.97 1.35 0.070
H 1.24 -1.74 2.08 0.096
H 2.27 -2.68 1.00 0.073
H -0.88 -0.76 -1.25 0.125
H -0.01 0.52 -2.20 0.112
H -2.14 1.34 -2.06 0.080
H -0.89 2.46 -1.57 0.152
H -2.61 2.83 -0.16 0.158
H -3.00 1.02 -0.10 0.100
H -0.67 2.44 1.33 0.135
H -1.86 1.30 2.25 0.117
H 0.11 0.22 2.10 0.093
H -1.41 -0.49 1.38 0.131

---

(2)
14
Properties=species:S:1:pos:R:3:lowdin_charge:R:1 method="wB97M-V/def2-TZVPD" e_above_lowest_ev=2.230 total_charge=0 e_homo_ev=-8.92
C -0.29 -1.58 0.36 -0.098
C 0.65 -0.78 -0.49 -0.171
C 1.34 0.29 -0.09 -0.254
O 1.21 0.96 1.09 -0.015
H 0.25 -2.48 0.70 0.081
H -0.65 -1.05 1.25 0.062
H -1.17 -1.92 -0.19 0.080
H 0.87 -1.17 -1.48 0.101
H 2.09 0.76 -0.73 0.119
H 0.32 0.83 1.44 0.075
C -1.15 1.53 -0.47 -0.140
O -1.64 1.07 0.53 -0.029
H -1.48 1.25 -1.48 0.096
H -0.34 2.28 -0.42 0.093

---

(3)
60
Properties=species:S:1:pos:R:3:lowdin_charge:R:1 method="wB97M-V/def2-TZVPD" e_above_lowest_ev=0.692 total_charge=-2 e_homo_ev=-1.01
Sr 1.23 -0.39 -0.21 1.225
O -3.42 -1.34 -1.63 -0.114
C -2.37 -2.01 -0.95 -0.249
C -1.28 -2.48 -1.91 -0.164
N 0.05 -2.48 -1.30 -0.262
C 0.17 -3.56 -0.32 -0.118
C 1.58 -3.70 0.35 -0.709
O 2.08 -4.82 0.30 -0.027
O 2.05 -2.64 0.88 -0.162
C 1.11 -2.51 -2.30 -0.151
C 1.01 -1.34 -3.30 -0.705
O 1.18 -1.60 -4.49 -0.017
O 0.76 -0.19 -2.79 -0.179
H -3.01 -0.53 -2.01 0.026
H -2.84 -2.85 -0.43 0.116
H -1.92 -1.38 -0.18 0.089
H -1.27 -1.77 -2.74 0.110
H -1.50 -3.47 -2.33 0.129
H -0.09 -4.54 -0.75 0.119
H -0.55 -3.37 0.48 0.092
H 1.12 -3.45 -2.87 0.131
H 2.08 -2.47 -1.79 0.116
N -1.91 0.89 -2.69 0.012
C -2.23 2.31 -2.47 -0.248
C -1.14 3.00 -1.65 -0.226
N -0.85 2.34 -0.39 -0.072
C -1.61 2.84 0.75 -0.256
C -3.03 2.29 0.92 -0.287
N -3.17 0.85 0.99 0.027
H -0.97 0.76 -2.31 0.028
H -1.80 0.69 -3.67 0.087
H -3.20 2.40 -1.96 0.084
H -2.34 2.84 -3.42 0.101
H -1.41 4.05 -1.50 0.105
H -0.22 2.98 -2.25 0.121
H 0.14 2.43 -0.16 0.010
H -1.68 3.95 0.71 0.105
H -1.03 2.59 1.64 0.035
H -3.69 2.65 0.12 0.085
H -3.41 2.73 1.85 0.095
H -2.45 0.44 1.59 0.047
H -3.02 0.44 0.07 0.026
C 3.46 1.45 3.78 -0.176
C 2.82 1.53 2.41 -0.797
S 1.07 1.25 2.40 0.506
C 3.53 1.85 1.31 -0.864
C 5.01 2.15 1.40 -0.179
S 2.90 1.99 -0.34 0.337
H 2.71 1.18 4.52 0.031
H 3.91 2.40 4.09 0.062
H 4.25 0.69 3.82 0.065
H 5.42 1.98 2.40 0.043
H 5.20 3.19 1.12 0.059
H 5.56 1.53 0.69 0.054
C -0.58 -2.29 2.87 -0.165
O -0.64 -1.17 2.00 -0.263
H -0.81 -2.00 3.90 0.076
H 0.40 -2.76 2.83 0.076
H -1.34 -3.01 2.54 0.073
H 0.01 -0.51 2.34 -0.112

---

(4)
95
Properties=species:S:1:pos:R:3:lowdin_charge:R:1 method="wB97M-V/def2-TZVPD" total_charge=+2 e_homo_ev=-12.95
Pt -0.24 1.12 -0.03 1.153
I -2.09 5.73 -1.51 1.035
C -1.09 5.13 0.20 -0.641
C -0.84 6.04 1.24 -0.186
C -0.20 5.67 2.40 -0.660
I 0.10 7.09 3.89 1.015
C 0.23 4.33 2.56 -0.191
C 0.89 3.80 3.69 0.017
C 1.25 2.47 3.73 -0.001
C 0.94 1.64 2.65 -0.098
N 0.33 2.12 1.58 -0.076
C -0.02 3.44 1.50 -0.157
C -0.68 3.82 0.32 -0.430
O -0.89 2.88 -0.61 -0.281
H -1.18 7.06 1.12 0.092
H 1.11 4.44 4.52 0.083
H 1.76 2.05 4.58 0.126
H 1.18 0.58 2.64 0.117
Ge -2.25 0.46 1.42 1.077
C -3.09 -0.79 0.24 -0.355
C -3.99 -0.37 -0.75 -0.105
C -4.60 -1.30 -1.57 -0.060
C -4.32 -2.65 -1.42 -0.045
C -3.43 -3.08 -0.44 -0.063
C -2.81 -2.15 0.39 -0.127
C -3.06 2.12 1.90 -0.354
C -3.07 2.44 3.26 -0.113
C -3.70 3.61 3.68 -0.054
C -4.29 4.45 2.76 -0.040
C -4.27 4.14 1.40 -0.066
C -3.65 2.98 0.97 -0.120
H -1.49 -0.20 2.57 0.010
H -4.23 0.68 -0.86 0.102
H -5.31 -0.98 -2.32 0.121
H -4.81 -3.38 -2.05 0.119
H -3.24 -4.14 -0.31 0.117
H -2.14 -2.49 1.17 0.095
H -2.61 1.79 3.99 0.100
H -3.72 3.85 4.74 0.117
H -4.78 5.36 3.09 0.120
H -4.73 4.81 0.68 0.107
H -3.61 2.77 -0.09 0.094
O 0.48 -0.70 0.53 -0.518
P 1.05 -1.65 -0.58 0.917
C 0.02 -1.39 -2.06 -0.316
C 0.63 -1.94 -3.39 -0.165
C 0.41 -0.99 -4.56 -0.181
C -1.04 -0.52 -4.62 -0.154
C -1.46 0.25 -3.35 -0.133
C -0.42 0.07 -2.23 -0.254
C 0.71 -3.36 -0.06 -0.332
C 1.47 -4.43 -0.86 -0.164
C 2.83 -4.80 -0.26 -0.184
C 2.70 -5.17 1.21 -0.181
C 2.09 -4.03 2.01 -0.184
C 0.73 -3.62 1.46 -0.177
C 2.80 -1.30 -0.91 -0.315
C 3.06 -0.08 -1.83 -0.167
C 3.05 1.27 -1.12 -0.170
C 3.96 1.29 0.12 -0.164
C 4.63 -0.06 0.37 -0.180
C 3.59 -1.18 0.42 -0.176
H -0.90 -1.94 -1.83 0.120
H 0.15 -2.90 -3.60 0.126
H 1.69 -2.15 -3.28 0.100
H 0.67 -1.51 -5.49 0.128
H 1.08 -0.13 -4.50 0.115
H -1.69 -1.39 -4.75 0.122
H -1.20 0.11 -5.50 0.122
H -2.43 -0.12 -3.00 0.099
H -1.57 1.31 -3.55 0.129
H -1.15 0.34 -1.35 0.039
H 0.41 0.75 -2.40 0.107
H -0.35 -3.42 -0.36 0.099
H 1.58 -4.14 -1.91 0.100
H 0.85 -5.33 -0.87 0.131
H 3.53 -3.97 -0.36 0.091
H 3.25 -5.62 -0.84 0.124
H 3.67 -5.44 1.61 0.121
H 2.06 -6.06 1.30 0.124
H 2.78 -3.17 2.01 0.091
H 1.97 -4.32 3.05 0.122
H 0.34 -2.75 1.99 0.096
H 0.03 -4.44 1.64 0.129
H 3.14 -2.19 -1.45 0.113
H 2.38 -0.08 -2.68 0.085
H 4.05 -0.23 -2.27 0.134
H 2.02 1.53 -0.82 0.053
H 3.34 2.04 -1.83 0.125
H 3.38 1.56 1.01 0.096
H 4.73 2.06 0.01 0.119
H 5.17 -0.04 1.32 0.124
H 5.38 -0.27 -0.40 0.125
H 2.91 -0.98 1.26 0.097
H 4.08 -2.13 0.64 0.102